No. 1
Formula: C37H39N4O6PS3Tb
Source: the OMol25 dataset
Level of theory: ωB97M-V/def2-TZVPD

Properties
* <S²>: 12.034
* spin multiplicity: 7
* charge: -1
* HOMO-LUMO gap (spin up / spin down): 7.26 / 7.27 eV
* DFT total energy: -121482.3059 eV
* energy above the lowest of the compared OMol25 structures with the same formula, charge and spin: 66.9 kJ/mol

Geometry as XYZ:
```
91
Properties=species:S:1:pos:R:3:forces:R:3
Tb 0.3398 0.9831 -0.3307 -1.363 -1.244 0.600
O -0.2954 -0.9954 -1.2620 0.177 0.027 -0.386
C 0.1567 -1.8598 -2.0890 0.358 -1.298 0.550
C -0.6854 -2.8435 -2.6895 -2.142 0.121 0.287
C -0.2411 -3.8387 -3.5086 0.974 -0.624 0.271
C 1.1412 -3.9322 -3.7764 -0.311 -0.616 -0.544
C 2.0049 -3.0206 -3.2336 0.335 -0.624 -0.047
C 1.5558 -2.0768 -2.3198 -0.551 1.690 0.070
C 2.5222 -1.1409 -1.8211 -0.215 0.754 0.384
N 2.3125 -0.0579 -1.1463 1.166 -0.272 -0.435
C 3.4577 0.8447 -0.9713 -0.056 0.825 -1.532
C 3.5545 1.4366 0.4160 -0.254 -2.127 0.596
N 2.3104 2.0591 0.7985 0.250 1.717 -0.237
C 2.4406 3.1607 1.4826 -1.884 -0.740 -1.030
C 1.3875 4.1440 1.7058 -0.674 -0.491 -0.125
C 1.6552 5.2839 2.4845 0.465 -0.392 -0.197
C 0.6387 6.1553 2.7894 -0.401 0.836 -0.216
C -0.6763 5.9957 2.2827 1.130 -0.715 0.306
C -0.9484 4.8789 1.5237 -0.033 0.036 0.021
C 0.0410 3.9344 1.1682 2.006 -0.129 0.784
O -0.1817 2.8967 0.4483 -0.877 1.600 0.695
H -1.7709 -2.8509 -2.4278 0.965 0.386 -0.161
H -0.8678 -4.6774 -3.8639 0.062 0.857 0.208
H 1.4629 -4.7872 -4.3594 0.316 0.265 -0.193
H 3.0704 -3.0159 -3.4715 -0.188 -0.273 0.088
H 3.5457 -1.3569 -2.1047 0.440 -0.098 -0.147
H 3.3292 1.7350 -1.6567 -0.189 -0.846 0.304
H 4.4072 0.3830 -1.3171 -0.309 0.043 0.488
H 4.3638 2.1383 0.4046 0.731 0.298 0.357
H 3.6983 0.5641 1.0775 0.411 0.446 0.170
H 3.3853 3.3616 1.9377 0.930 0.429 0.165
H 2.7087 5.4803 2.7976 -1.010 -0.207 -0.018
H 0.8486 7.0255 3.3824 0.126 0.298 0.192
H -1.4361 6.7324 2.5397 0.063 -0.287 -0.079
H -1.9375 4.6175 1.2285 -0.697 0.103 -0.400
O -1.0443 0.4468 -3.9121 -0.003 -0.444 -1.366
S -0.8283 1.6164 -3.1374 -1.276 0.824 3.089
O 0.5093 1.8878 -2.5758 0.399 -0.114 -0.740
N -1.6638 1.5744 -1.7163 0.371 0.483 -1.222
C -2.8912 0.9701 -1.4538 -0.206 -0.810 -0.870
C -3.9935 0.9227 -2.3172 1.919 0.787 0.073
C -5.0772 0.0564 -2.1284 -0.220 0.288 0.107
C -5.1747 -0.5824 -0.9311 -0.530 -0.192 1.057
C -4.2448 -0.3058 0.1330 -0.420 -1.723 0.470
C -4.4229 -0.7714 1.4911 0.660 0.670 -0.089
C -3.3949 -0.5736 2.4359 -2.575 -1.385 -1.040
C -2.1753 -0.1210 1.9631 1.503 2.163 -0.364
N -1.9967 0.3829 0.7231 -0.280 -1.138 0.972
C -3.0255 0.2745 -0.1865 1.090 1.612 0.324
C -1.1865 3.1221 -4.1109 -0.106 -0.470 0.375
C -0.3826 4.2726 -3.9402 -0.062 -2.266 -0.597
C -0.8254 5.4409 -4.4907 -0.743 1.406 0.332
C -2.1286 5.5363 -4.9676 -1.645 -1.437 -0.110
C -2.9636 4.3623 -5.1230 1.495 1.025 0.081
C -2.4054 3.1219 -4.8147 0.316 0.575 0.793
H -3.8678 1.5860 -3.1652 -0.451 -0.361 -0.276
H -5.8339 -0.0294 -2.9170 0.312 -0.173 0.388
H -5.9597 -1.3047 -0.7044 -0.056 0.323 -0.152
H -5.4032 -1.2211 1.7356 0.723 0.268 0.080
H -3.5549 -0.9048 3.4715 0.390 0.244 -0.583
H -1.3226 0.0223 2.6883 -0.942 -0.387 -1.111
H 0.6127 4.1366 -3.5276 -0.311 0.198 0.312
H -0.2592 6.3668 -4.3486 -0.042 -0.381 -0.248
H -2.5746 6.5118 -5.1357 0.156 -0.098 -0.231
H -4.0149 4.4039 -5.4192 0.486 0.267 -0.190
H -2.9397 2.1842 -4.9874 0.166 0.333 0.187
C 1.5876 -3.0040 6.0077 0.278 -0.254 0.955
C 2.4391 -2.4347 4.8913 -2.013 0.031 -0.533
C 3.8078 -2.9442 5.0903 1.972 -0.322 -0.489
O 1.8177 -3.0288 3.6741 1.780 0.762 0.391
P 0.7085 -2.3410 2.7410 -0.863 -0.260 -0.573
S -1.0650 -2.9024 3.4435 0.177 0.581 0.215
S 1.2463 -0.4086 2.3647 -0.235 -0.746 0.153
O 0.8780 -3.1377 1.3539 0.347 -0.900 -0.071
C 0.6348 -4.6251 1.2383 0.048 1.435 0.097
C -0.5757 -4.8820 0.3826 -0.515 -0.476 -0.309
C 1.8847 -5.1789 0.5913 -0.547 0.332 -0.393
H 1.9531 -2.5682 6.9204 0.030 0.508 0.716
H 1.8241 -4.0928 6.1792 -0.614 0.858 -0.695
H 0.5216 -2.7809 5.9324 0.172 -0.331 -0.255
H 2.4748 -1.3033 4.8452 -0.573 -1.255 -0.163
H 3.8836 -4.0034 4.8424 -0.066 0.009 -0.313
H 4.0891 -2.9095 6.1405 -0.149 0.286 0.223
H 4.5899 -2.3751 4.5554 -0.402 -0.354 -0.053
H 0.4460 -4.9922 2.2615 0.391 0.017 -0.418
H -1.4419 -5.1348 1.0108 0.071 0.392 -0.356
H -0.3625 -5.7505 -0.2651 -0.183 0.214 0.214
H -0.7784 -4.0458 -0.2930 -0.086 -0.033 0.307
H 2.1665 -4.6271 -0.3232 -0.419 -0.210 0.284
H 1.7591 -6.2362 0.3671 0.065 -0.080 -0.003
H 2.6466 -5.0354 1.2986 1.470 -0.040 0.831
```
Forces are in eV/Å.

=====

No. 2
Formula: C37H40N15O2SSrTe
Source: the OMol25 dataset
Level of theory: ωB97M-V/def2-TZVPD

Properties
* charge: -1
* HOMO-LUMO gap: 6.07 eV
* DFT total energy: -84425.2511 eV
* energy above the lowest of the compared OMol25 structures with the same formula, charge and spin: 791.4 kJ/mol

Geometry as XYZ:
```
97
Properties=species:S:1:pos:R:3:forces:R:3
Sr -0.4281 -0.5082 0.7940 2.036 -5.000 8.589
C -3.8870 -2.1074 3.3118 -0.234 -0.067 0.143
C -4.4783 -3.1914 2.6340 0.332 0.021 0.047
C -3.7209 -3.8985 1.7438 -0.172 -0.074 0.096
C -2.3712 -3.5167 1.4797 -0.039 -0.775 0.175
N -1.8964 -2.3592 1.9860 0.036 -0.377 -0.022
C -2.6166 -1.7550 2.9409 0.253 0.312 -0.277
N -1.6460 -4.3359 0.7074 -0.751 0.243 -0.798
C -0.3627 -4.2277 0.5046 0.493 0.439 0.349
N 0.2299 -4.2967 -0.6939 0.023 -0.157 0.132
C 1.5094 -3.8524 -0.5250 0.042 0.214 0.480
N 2.2456 -3.4666 -1.5122 -0.173 0.373 -0.551
C 3.2242 -2.5180 -1.3912 0.130 -0.474 0.007
C 4.2364 -2.4897 -2.3766 0.121 -0.176 -0.014
C 5.3254 -1.6674 -2.2136 -0.127 0.087 0.034
C 5.3727 -0.8192 -1.1050 -0.183 0.079 -0.064
C 4.2485 -0.7848 -0.2977 -0.092 0.220 -0.223
N 3.1916 -1.5837 -0.4296 -0.081 0.102 0.134
C 1.8511 -3.8083 0.9474 0.125 0.177 -0.241
C 3.0418 -3.7491 1.6467 0.108 -0.096 0.089
C 2.9977 -3.9325 3.0262 0.018 -0.063 -0.153
C 1.7870 -4.1630 3.6734 -0.032 -0.014 0.023
C 0.5956 -4.1831 2.9603 -0.160 -0.122 0.133
C 0.6533 -4.0006 1.5956 -0.042 -0.322 -0.151
H -4.4109 -1.5782 4.0958 0.026 0.076 -0.047
H -5.5034 -3.4749 2.8426 0.017 -0.035 -0.014
H -4.0953 -4.7724 1.2285 -0.024 0.039 -0.015
H -2.0815 -0.9279 3.4001 -0.215 0.162 0.154
H 4.1275 -3.1468 -3.2288 0.066 -0.045 0.040
H 6.1153 -1.6444 -2.9552 0.035 -0.089 0.035
H 6.2063 -0.1544 -0.9270 -0.016 0.019 0.014
H 4.1588 -0.0158 0.4646 0.157 -0.100 0.196
H 3.9876 -3.6105 1.1392 0.002 0.047 0.031
H 3.9164 -3.9178 3.5997 -0.009 0.047 -0.004
H 1.7858 -4.3465 4.7409 -0.038 0.106 0.008
H -0.3552 -4.3714 3.4433 0.026 0.027 0.077
N -1.7254 1.8382 -6.8221 -0.037 -0.038 0.148
C -1.7208 1.2424 -5.5427 -0.011 0.339 -0.173
C -1.1583 0.0063 -5.3347 0.238 -0.428 0.075
C -1.0778 -0.5444 -4.0532 -0.164 0.096 0.342
C -1.5301 0.1694 -2.9460 -1.219 -1.037 -0.684
C -2.1063 1.4415 -3.1623 0.533 -0.217 -0.195
C -2.1693 1.9687 -4.4311 -0.023 -0.016 0.191
S -1.8711 -0.9178 -1.4606 -1.068 -0.837 -1.156
O -0.5407 -1.5286 -1.0299 -2.521 -0.520 -3.714
O -2.8307 -1.9113 -1.8174 -0.053 -0.012 -0.218
N -2.3546 0.0771 -0.2313 -2.231 -0.473 -2.774
C -3.5556 0.7399 -0.5010 0.145 -0.543 0.725
N -4.0161 1.5051 0.5039 -0.007 0.106 0.134
C -5.1522 2.1569 0.3004 0.229 -0.064 0.116
C -5.8865 2.0523 -0.8668 -0.065 -0.027 -0.133
C -5.3330 1.2342 -1.8375 0.188 0.070 -0.025
N -4.1816 0.6053 -1.6717 -0.232 -0.264 -0.090
H -1.7148 1.1655 -7.5731 -0.010 0.002 -0.023
H -2.4730 2.5029 -6.9493 -0.024 -0.015 -0.029
H -0.7605 -0.5388 -6.1841 0.001 -0.078 0.062
H -0.6245 -1.5105 -3.8654 -0.079 -0.143 -0.281
H -2.3225 2.0710 -2.3165 -0.283 0.070 0.051
H -2.5370 2.9802 -4.5655 -0.033 -0.002 -0.005
H -5.4705 2.8023 1.1140 -0.090 -0.052 -0.001
H -6.8160 2.5810 -1.0187 -0.001 -0.010 0.022
H -5.7985 1.0986 -2.8093 -0.085 -0.001 0.040
N 4.8912 -0.4200 4.6263 -0.140 -0.054 -0.021
C 3.7506 -0.6440 4.5387 0.230 0.227 -0.551
N 2.4783 -0.8719 4.5418 -0.656 -0.216 0.736
C 1.5401 -0.9305 3.6763 0.709 0.146 -0.051
N 0.6158 -0.9917 2.9656 0.138 0.064 0.606
C 0.3426 3.0902 -1.3590 0.447 -0.106 -0.737
Te 0.3486 0.9017 -1.3348 4.768 4.364 -4.235
C 1.3712 1.2914 -3.1865 -0.766 -0.030 -0.477
H 0.0120 3.3010 -2.3797 -0.060 0.036 0.060
H 1.3869 3.3998 -1.3084 -0.029 0.104 0.176
H -0.2586 3.6866 -0.6869 -0.052 -0.321 0.312
H 2.1723 1.9998 -2.9918 0.202 -0.288 0.196
H 0.6357 1.8147 -3.8050 0.008 -0.172 -0.088
H 1.7081 0.4082 -3.7228 0.107 -0.083 0.269
C -1.1951 2.0679 1.0577 0.390 1.364 0.088
N -0.1307 2.9156 1.6205 -0.107 -0.393 -0.024
C -0.5041 3.5638 2.8763 0.091 -0.195 -0.274
C 1.1571 2.3804 1.5041 0.014 0.515 -0.220
N 1.2802 1.1690 1.1157 1.125 0.785 1.856
N 2.2268 3.2520 1.6140 -0.211 0.132 0.620
C 2.0698 4.6860 1.5001 -0.043 -0.122 0.017
C 3.4637 2.8059 2.2421 -0.145 0.048 -0.175
H -1.9742 1.8108 1.7754 0.353 -0.474 0.216
H -0.7615 1.2258 0.5098 -1.266 3.699 0.932
H -1.7400 2.5992 0.2799 -0.031 0.262 0.015
H -1.3758 4.1932 2.6960 0.007 0.057 0.064
H 0.3111 4.1823 3.2411 -0.030 0.001 0.043
H -0.7573 2.8182 3.6378 0.009 0.045 0.062
H 2.2490 0.9147 0.9662 -0.004 -0.094 -0.289
H 1.1485 4.9087 0.9691 -0.001 0.031 -0.018
H 2.9084 5.0927 0.9302 0.020 -0.001 0.002
H 2.0471 5.1918 2.4736 0.057 0.004 0.004
H 3.4149 1.7432 2.4667 0.048 -0.005 0.042
H 3.6234 3.3394 3.1842 0.026 -0.011 0.007
H 4.3172 2.9932 1.5868 0.033 -0.027 0.017
```
Forces are in eV/Å.

=====

No. 3
Formula: C37H40N2O5S2
Source: the OMol25 dataset
Level of theory: ωB97M-V/def2-TZVPD

Properties
* HOMO-LUMO gap: 5.74 eV
* DFT total energy: -73902.0459 eV
* energy above the lowest of the compared OMol25 structures with the same formula, charge and spin: 0.0 kJ/mol

Geometry as XYZ:
```
86
Properties=species:S:1:pos:R:3:forces:R:3
C 3.9171 -2.3606 -3.5047 0.181 -0.064 -0.259
N 3.3420 -2.1088 -2.2026 0.617 0.108 0.986
C 4.1821 -1.9918 -1.1236 0.377 -0.525 -0.300
O 5.3626 -2.3090 -1.0718 -0.983 0.522 -0.290
C 3.3900 -1.3642 0.0011 -0.304 -0.770 0.538
C 3.8015 0.0877 0.2326 0.432 0.126 0.000
C 3.8547 0.8496 -1.0635 0.111 0.612 -0.072
C 5.0149 0.8031 -1.8432 0.041 -0.159 0.005
C 5.0639 1.4249 -3.0848 -0.201 0.112 -0.260
C 3.9533 2.1340 -3.5633 0.040 -0.141 0.497
C 2.8163 2.2384 -2.7515 0.081 0.001 -0.271
C 2.7723 1.6156 -1.5028 0.014 -0.216 -0.136
N 2.0234 -1.4755 -0.4948 -1.788 0.468 0.800
C 0.9580 -1.0522 0.2349 0.860 0.222 -0.172
C -0.2271 -0.5636 -0.2975 -0.607 0.404 -0.197
C -1.5094 -0.8123 0.2286 0.940 -0.051 -0.681
C -2.6914 -0.7630 -0.6587 -0.154 0.333 -0.572
C -3.8938 -1.4193 -0.3319 0.187 0.283 0.343
C -5.0232 -1.2606 -1.1285 0.230 -0.166 -0.643
C -4.9051 -0.6916 -2.4113 0.090 -0.258 0.208
C -3.6939 -0.0973 -2.7856 0.252 0.038 0.354
C -2.6388 -0.0298 -1.8653 -0.579 -0.223 0.015
C 1.9283 -2.0226 -1.8519 -0.091 0.170 -1.494
C 1.1957 -3.4271 -2.0178 0.294 0.274 0.712
C 1.8366 -4.4300 -1.0544 -0.026 -0.209 -0.135
C 1.3024 -3.9223 -3.4608 0.167 -0.189 -0.230
C -0.2930 -3.3235 -1.7290 -0.544 -0.137 0.165
H 4.6763 -1.5889 -3.7156 -0.242 -0.315 0.108
H 4.4021 -3.3527 -3.5216 -0.197 0.409 -0.166
H 3.1293 -2.3026 -4.2586 0.286 -0.016 0.092
H 3.5053 -1.9666 0.9134 0.026 0.190 -0.094
H 3.1336 0.5735 0.9495 -0.067 -0.151 -0.039
H 4.7973 0.0629 0.6810 -0.032 0.013 0.041
H 5.8815 0.2465 -1.4721 -0.304 0.184 -0.183
H 5.9659 1.3380 -3.6947 -0.258 0.111 0.203
H 3.9940 2.6250 -4.5365 -0.073 -0.161 0.280
H 1.9489 2.7974 -3.1068 0.261 -0.080 0.140
H 1.8895 1.7141 -0.8617 0.248 -0.019 -0.258
H 1.1251 -0.9820 1.3138 -0.036 -0.582 0.011
H -0.1556 0.1372 -1.1401 0.107 -1.123 -0.273
H -1.6063 -1.4080 1.1430 0.065 0.267 -0.295
H -3.9640 -1.9810 0.6040 0.062 0.331 -0.389
H -5.9778 -1.6284 -0.7541 0.212 -0.099 -0.317
H -5.7340 -0.7541 -3.1314 0.351 0.215 0.500
H -3.5448 0.3242 -3.7865 -0.272 -0.003 0.490
H -1.8132 0.6518 -2.0681 -0.046 -0.468 -0.111
H 1.4257 -1.2942 -2.5214 0.160 -0.251 0.232
H 1.7173 -4.1118 -0.0109 0.042 -0.083 -0.177
H 1.3474 -5.4096 -1.1676 0.155 0.274 0.076
H 2.9030 -4.5614 -1.2732 -0.138 -0.005 0.105
H 0.9501 -3.1510 -4.1632 0.155 -0.230 0.087
H 2.3196 -4.2358 -3.7232 -0.318 0.109 -0.011
H 0.6518 -4.8047 -3.5896 0.226 0.367 0.115
H -0.7698 -2.5761 -2.3768 0.004 -0.036 0.232
H -0.7775 -4.2908 -1.9413 0.231 0.261 0.009
H -0.5089 -3.0909 -0.6839 0.035 -0.032 -0.252
C -6.5755 3.2166 1.4138 -0.089 0.151 -0.016
C -6.6911 1.8430 1.6085 0.204 -0.140 -0.037
C -5.5462 1.0745 1.8083 0.105 0.236 -0.062
C -4.3083 1.7098 1.7899 0.254 0.037 0.223
S -2.8385 0.7574 2.1527 -1.041 1.007 2.099
C -2.2542 1.3684 3.5692 -0.270 1.209 1.273
S -1.0117 0.7658 4.5776 -1.628 0.999 -0.350
C 0.2671 2.0364 4.5232 0.285 -0.187 -0.173
C 1.3351 1.8649 3.6458 0.101 0.411 0.140
C 2.3028 2.8686 3.5332 -0.162 0.003 0.215
C 2.2065 4.0295 4.3121 -0.172 -0.149 -0.239
C 1.1213 4.2005 5.1770 -0.009 -0.301 -0.091
C 0.1558 3.1975 5.2978 0.198 -0.022 -0.160
O -1.4962 0.8442 5.9412 0.467 -0.370 -0.243
O -0.5107 -0.4662 4.0052 0.527 0.122 0.069
O -3.3123 -0.6035 2.3276 0.422 -0.493 -0.903
O -1.9156 1.1079 1.0644 0.517 -1.178 -0.900
C -4.1652 3.0684 1.5129 -0.366 -0.191 -0.009
C -5.3224 3.8296 1.3486 0.286 -0.187 -0.008
H -7.4743 3.8234 1.3049 0.207 -0.145 -0.023
H -7.6579 1.3431 1.6111 0.115 0.263 0.015
H -5.5975 -0.0029 1.9519 0.040 0.286 0.139
H -2.9182 2.0992 4.0478 0.382 -0.430 -0.170
H 1.4011 0.9437 3.0691 -0.025 0.201 0.095
H 3.1272 2.7350 2.8318 -0.117 0.096 0.234
H 2.9618 4.8129 4.2296 -0.199 -0.246 -0.010
H 1.0201 5.1181 5.7610 0.088 -0.323 -0.144
H -0.6680 3.3230 5.9968 0.094 -0.157 -0.201
H -3.1624 3.4858 1.4140 -0.329 0.007 0.173
H -5.2237 4.8970 1.1698 -0.165 -0.151 -0.004
```
Forces are in eV/Å.